1.
Below is a structure of composition C27H43MnN5O7S, with properties calculated with ωB97M-V with the def2-TZVPD basis set.

* HOMO level (spin up / spin down): -8.93 / -8.80 eV
* multiplicity: 2
* Kohn-Sham gap (spin up / spin down): 9.106 / 8.972 eV
* energy: -3404.276527 Eh
* largest force on an atom: 0.041 hartree/bohr

```
84
C27H43MnN5O7S (ωB97M-V with the def2-TZVPD basis set)
Mn -0.465 -0.429 -1.445
C 4.125 -1.133 1.836
C 3.458 0.020 1.074
C 2.792 1.006 2.061
C 1.540 0.655 2.890
C 1.781 -0.435 3.945
C 1.169 1.954 3.625
N 0.472 0.220 1.971
C -0.900 0.368 2.448
C -1.932 -0.166 1.471
N -2.019 0.492 0.140
C -3.174 -0.133 -0.537
C -3.184 0.187 -2.033
O -4.234 0.456 -2.585
O -2.008 0.165 -2.570
C -2.152 1.980 0.213
C -3.539 2.448 0.661
C -1.819 2.690 -1.111
C -0.343 2.832 -1.539
C -0.249 2.746 -3.063
C 0.183 4.187 -1.052
N 0.447 1.733 -0.903
C 1.917 1.838 -1.092
C 2.660 0.505 -1.206
N 2.580 -0.410 -0.056
C 2.839 -1.785 -0.494
C 2.155 -2.900 0.288
O 2.482 -4.045 0.117
O 1.148 -2.570 1.092
H 4.564 -0.739 2.753
H 4.932 -1.584 1.261
H 3.428 -1.921 2.114
H 4.278 0.605 0.634
H 2.550 1.925 1.521
H 3.575 1.282 2.772
H 2.730 -0.271 4.458
H 1.781 -1.430 3.501
H 0.990 -0.412 4.700
H 2.017 2.291 4.224
H 0.324 1.806 4.300
H 0.912 2.750 2.918
H 1.103 -1.618 1.388
H 0.586 0.670 1.082
H -1.135 1.405 2.707
H -1.009 -0.214 3.365
H -2.901 -0.099 1.979
H -1.735 -1.222 1.283
H -4.126 0.157 -0.096
H -3.074 -1.213 -0.445
H -1.448 2.309 0.985
H -4.272 2.332 -0.139
H -3.491 3.505 0.927
H -3.886 1.900 1.540
H -2.226 3.701 -1.039
H -2.362 2.203 -1.910
H -1.031 3.359 -3.513
H -0.408 1.719 -3.391
H 0.713 3.103 -3.439
H -0.361 4.995 -1.544
H 1.244 4.316 -1.278
H 0.047 4.292 0.032
H 0.265 1.872 0.082
H 2.355 2.438 -0.296
H 2.113 2.369 -2.023
H 3.709 0.747 -1.428
H 2.250 -0.009 -2.077
H 3.898 -2.037 -0.557
H 2.450 -1.912 -1.501
O -2.242 -3.711 0.246
C -1.685 -3.590 -0.822
N -1.293 -2.400 -1.387
S -0.764 -2.596 -2.897
O -1.700 -2.296 -3.933
O 0.484 -1.795 -2.945
C -0.586 -4.355 -2.836
C -0.101 -5.257 -3.760
C -0.295 -6.605 -3.488
C -0.983 -7.013 -2.347
C -1.480 -6.087 -1.439
C -1.264 -4.747 -1.693
H 0.405 -4.924 -4.657
H 0.089 -7.347 -4.176
H -1.132 -8.070 -2.170
H -2.026 -6.383 -0.552
```

The molecule's Löwdin atomic charges, reported in e, are given here: 0.825 -0.031 -0.298 -0.100 -0.542 -0.021 -0.046 -0.001 -0.187 -0.147 -0.129 -0.105 -0.628 0.073 -0.137 -0.317 -0.033 -0.087 -0.532 -0.016 -0.031 -0.018 -0.170 -0.165 -0.107 -0.104 -0.543 0.113 0.093 0.087 0.087 0.073 0.138 0.094 0.125 0.090 0.075 0.083 0.092 0.081 0.086 0.079 0.056 0.100 0.132 0.127 0.114 0.123 0.107 0.118 0.092 0.088 0.082 0.127 0.099 0.103 0.079 0.081 0.094 0.077 0.090 0.069 0.103 0.115 0.130 0.105 0.131 0.109 0.086 -0.488 -0.121 0.667 -0.241 -0.353 -0.205 -0.028 -0.061 -0.054 0.009 -0.127 0.123 0.108 0.107 0.126

2.
Below is a cluster of 10 separate species, C27H43N5O22S5 in total, with properties calculated with ωB97M-V with the def2-TZVPD basis set.

* HOMO level (spin up / spin down): -9.62 / -9.62 eV
* multiplicity: 2
* charge: +1
* Kohn-Sham gap (spin up / spin down): 5.761 / 2.002 eV
* energy: -4973.896431 Eh
* largest force on an atom: 0.102 hartree/bohr

```
102
C27H43N5O22S5 (ωB97M-V with the def2-TZVPD basis set)
C -10.938 -5.971 1.589
N -11.544 -7.333 1.609
O -11.055 -8.226 0.959
O -12.590 -7.423 2.273
H -9.943 -6.058 2.026
H -11.636 -5.185 1.876
H -10.761 -5.707 0.547
C -8.065 -11.216 3.416
C -8.337 -12.651 3.070
O -9.650 -12.822 3.344
S -10.530 -11.566 2.777
O -11.503 -11.135 3.785
O -11.000 -11.672 1.408
O -9.177 -10.583 2.822
H -7.099 -10.887 3.034
H -8.106 -10.872 4.450
H -7.777 -13.304 3.741
H -8.134 -12.870 2.022
C -9.311 -3.632 -2.679
C -8.437 -2.477 -3.235
O -7.143 -3.036 -2.885
S -7.077 -4.691 -3.153
O -6.238 -5.397 -2.154
O -6.677 -4.944 -4.556
O -8.735 -4.852 -2.962
H -10.311 -3.636 -3.112
H -9.402 -3.572 -1.594
H -8.466 -1.508 -2.736
H -8.584 -2.315 -4.303
C -1.656 -11.229 1.880
C -2.719 -11.042 0.755
O -3.287 -9.788 0.846
S -3.180 -9.152 2.408
O -4.398 -9.590 3.115
O -2.676 -7.776 2.462
O -1.922 -10.147 2.780
H -0.590 -11.337 1.679
H -1.994 -12.061 2.498
H -3.605 -11.662 0.893
H -2.508 -11.043 -0.315
C -4.538 -15.082 0.194
C -5.995 -14.620 0.300
O -6.013 -13.689 1.373
S -4.812 -14.012 2.532
O -5.348 -14.991 3.453
O -4.219 -12.821 3.063
O -3.865 -14.768 1.382
H -4.092 -14.487 -0.603
H -4.533 -16.165 0.069
H -6.592 -15.452 0.673
H -6.606 -14.282 -0.537
C -7.298 -8.546 -1.379
C -7.290 -9.029 0.092
O -6.351 -10.026 0.147
S -6.228 -10.937 -1.234
O -7.131 -12.058 -1.197
O -4.824 -11.075 -1.738
O -6.972 -9.647 -2.124
H -6.428 -7.899 -1.498
H -8.296 -8.243 -1.696
H -8.289 -9.249 0.468
H -6.950 -8.224 0.743
N -8.648 -7.128 -5.177
C -8.049 -8.335 -5.215
C -8.957 -9.185 -5.792
C -10.111 -8.461 -6.062
C -9.912 -7.180 -5.663
H -8.218 -6.274 -4.850
H -7.050 -8.482 -4.830
H -8.793 -10.202 -6.116
H -10.972 -8.883 -6.559
H -10.596 -6.344 -5.642
N -3.469 -13.445 -5.877
C -3.525 -14.753 -5.506
C -4.203 -14.911 -4.294
C -4.643 -13.618 -4.005
C -4.158 -12.754 -4.963
H -3.051 -13.023 -6.694
H -3.046 -15.593 -5.987
H -4.401 -15.765 -3.664
H -5.350 -13.232 -3.285
H -4.297 -11.687 -5.051
N -6.913 -6.359 3.843
C -7.605 -5.199 3.638
C -7.274 -4.677 2.379
C -6.421 -5.613 1.718
C -6.027 -6.505 2.738
H -7.061 -6.978 4.627
H -8.394 -4.833 4.279
H -7.590 -3.738 1.949
H -6.050 -5.526 0.707
H -5.178 -7.169 2.662
N -2.381 -9.418 -2.941
C -2.165 -8.239 -2.255
C -1.894 -7.212 -3.179
C -1.769 -7.895 -4.399
C -2.160 -9.209 -4.284
H -2.431 -10.326 -2.502
H -2.280 -8.251 -1.181
H -1.713 -6.183 -2.904
H -1.367 -7.586 -5.352
H -2.191 -10.010 -5.007
```

Results of the Löwdin charge analysis, in e, for atoms 1 through 99: 0.037 -0.426 0.079 0.075 0.073 0.104 0.089 -0.177 -0.237 -0.163 0.737 -0.243 -0.228 -0.233 0.121 0.135 0.144 0.127 -0.218 -0.112 -0.220 0.783 -0.268 -0.246 -0.209 0.142 0.122 0.139 0.134 -0.101 -0.191 -0.238 0.755 -0.274 -0.247 -0.204 0.140 0.107 0.101 0.120 -0.172 -0.173 -0.247 0.736 -0.224 -0.228 -0.191 0.129 0.141 0.126 0.121 -0.197 -0.203 -0.202 0.804 -0.221 -0.261 -0.198 0.118 0.147 0.123 0.104 -0.001 -0.130 -0.114 -0.126 -0.139 0.076 0.113 0.097 0.098 0.107 0.024 -0.141 -0.093 -0.137 -0.166 0.159 0.106 0.090 0.070 0.106 0.125 0.009 0.010 0.032 0.071 0.179 0.152 0.127 0.120 0.105 0.003 -0.127 -0.087 -0.136 -0.130 0.117 0.089

Q: Which of these has the highest energy?
A: C27H43MnN5O7S

Q: Look up the energy of the first one.
A: -3404.276527 Eh

Q: Number 2 is which compound?
A: C27H43N5O22S5

Q: Among the records above, which one has the lowest energy?
A: C27H43N5O22S5